Density functional theory data (the ωB97M-V functional and the def2-TZVPD basis) for a structure of composition C19H47BClNP2W at a distorted geometry.

Cartesian coordinates (Å):
1 W 1.39 0.48 -0.26
2 Cl 1.34 -1.82 -0.31
3 P 2.06 1.75 -2.03
4 C 3.09 0.94 -3.33
5 C 1.02 3.13 -2.72
6 C 3.34 2.39 -0.83
7 C 2.36 -0.32 -3.79
8 H 4.03 0.64 -2.82
9 C 3.42 1.89 -4.50
10 H 2.55 2.53 -4.77
11 H 3.69 1.29 -5.39
12 H 4.26 2.53 -4.23
13 H 1.82 -0.81 -2.96
14 H 3.11 -1.04 -4.17
15 H 1.65 -0.06 -4.61
16 H 3.96 1.54 -0.47
17 C 2.56 3.00 0.35
18 C 4.34 3.32 -1.54
19 H 4.91 2.80 -2.33
20 H 5.09 3.69 -0.81
21 H 3.82 4.18 -1.99
22 H 1.47 2.64 0.37
23 H 2.58 4.12 0.28
24 H 2.99 2.72 1.32
25 C -0.15 2.64 -3.60
26 H 1.75 3.65 -3.37
27 C 0.46 4.21 -1.75
28 H 0.01 1.63 -4.00
29 H -0.20 3.35 -4.46
30 H -1.12 2.70 -3.07
31 H -0.58 3.99 -1.44
32 H 0.43 5.14 -2.36
33 H 1.09 4.41 -0.87
34 H 0.58 0.42 -1.76
35 H 2.84 0.42 0.61
36 P -1.54 -2.70 2.25
37 C -0.53 -3.18 3.71
38 C -3.08 -1.73 2.53
39 C -1.59 -3.99 0.96
40 C 0.39 -2.03 4.17
41 H 0.11 -4.02 3.37
42 C -1.48 -3.68 4.78
43 H -2.32 -2.97 4.95
44 H -0.95 -3.82 5.73
45 H -1.93 -4.64 4.49
46 H 1.13 -1.77 3.39
47 H 0.92 -2.37 5.08
48 H -0.20 -1.14 4.43
49 H -0.55 -4.33 0.80
50 C -2.12 -3.48 -0.40
51 C -2.42 -5.13 1.56
52 H -1.89 -5.63 2.39
53 H -2.65 -5.90 0.80
54 H -3.36 -4.73 1.97
55 H -1.74 -2.47 -0.62
56 H -3.22 -3.49 -0.43
57 H -1.75 -4.15 -1.19
58 C -2.87 -0.50 3.45
59 H -3.66 -2.47 3.09
60 C -3.89 -1.30 1.29
61 H -1.85 -0.40 3.86
62 H -3.62 -0.53 4.27
63 H -3.10 0.42 2.89
64 H -3.40 -0.45 0.81
65 H -4.87 -0.93 1.63
66 H -4.01 -2.08 0.54
67 B -2.77 2.07 0.12
68 C -1.39 1.54 0.46
69 N -0.28 1.13 0.47
70 H -3.00 1.80 -1.06
71 H -2.76 3.31 0.27
72 H -3.72 1.66 0.80

Computed properties:
HOMO (alpha / beta)   -5.001 / -4.940 eV
Energy relative to the best compared isomer or geometry (same formula, charge and spin)   136.4 kcal/mol
Kohn-Sham gap (alpha / beta)   5.10 / 2.47 eV
LUMO level (alpha / beta)   0.00362 / -0.09063 hartree
Multiplicity   3



Density functional theory data (the ωB97M-V functional and the def2-TZVPD basis) for a structure of composition C19H47IN2O11SSi at a distorted geometry.

Cartesian coordinates (Å):
1 C 3.63 -3.25 -1.49
2 C 4.70 -2.40 -0.83
3 O 4.40 -1.04 -1.00
4 C 5.45 -0.14 -0.61
5 C 5.00 0.63 0.64
6 O 5.37 1.99 0.66
7 C 4.63 2.75 -0.27
8 C 3.15 2.90 0.03
9 C 2.27 3.25 -0.98
10 C 2.77 3.52 -2.37
11 C 1.78 3.24 -3.52
12 C 2.33 2.23 -4.53
13 I 3.01 0.45 -3.56
14 C 0.87 3.34 -0.71
15 C 0.30 3.11 0.51
16 C -1.18 3.15 0.72
17 C -1.71 1.72 0.84
18 O -2.86 1.52 0.01
19 Si -2.75 0.20 -0.99
20 C -2.74 -1.41 -0.02
21 C -1.29 0.30 -2.17
22 C -4.32 0.21 -2.02
23 C 1.17 2.79 1.59
24 N 0.85 2.53 2.85
25 S 2.23 2.21 3.63
26 N 3.26 2.38 2.44
27 C 2.59 2.69 1.33
28 H 3.15 -2.72 -2.30
29 H 4.07 -4.16 -1.91
30 H 2.86 -3.58 -0.80
31 H 4.74 -2.69 0.23
32 H 5.67 -2.66 -1.26
33 H 6.31 -0.75 -0.35
34 H 5.66 0.51 -1.45
35 H 3.92 0.47 0.75
36 H 5.47 0.18 1.51
37 H 4.76 2.30 -1.25
38 H 5.09 3.73 -0.31
39 H 3.68 2.98 -2.60
40 H 3.03 4.58 -2.41
41 H 0.81 2.87 -3.19
42 H 1.59 4.17 -4.07
43 H 3.12 2.68 -5.12
44 H 1.52 1.92 -5.19
45 H 0.21 3.60 -1.52
46 H -1.47 3.73 1.59
47 H -1.64 3.58 -0.17
48 H -1.98 1.51 1.87
49 H -0.92 1.02 0.58
50 H -3.18 -1.19 0.96
51 H -1.72 -1.76 0.12
52 H -3.34 -2.14 -0.55
53 H -0.34 0.11 -1.69
54 H -1.39 -0.44 -2.96
55 H -1.28 1.28 -2.65
56 H -4.47 1.16 -2.53
57 H -5.17 0.04 -1.36
58 H -4.30 -0.57 -2.78
59 O 2.60 -6.17 -1.10
60 H 2.62 -6.64 -1.94
61 H 1.92 -6.62 -0.59
62 O -1.39 -4.46 0.24
63 H -2.11 -4.74 0.83
64 H -0.67 -4.25 0.84
65 O -4.34 -4.34 1.42
66 H -4.25 -3.44 1.77
67 H -5.28 -4.41 1.23
68 O -5.89 -2.51 2.92
69 H -5.91 -2.35 3.88
70 H -6.72 -2.15 2.60
71 O -6.72 -4.59 -0.95
72 H -7.00 -4.39 -1.85
73 H -5.77 -4.74 -1.02
74 O -6.54 -3.25 5.72
75 H -6.95 -2.73 6.41
76 H -7.20 -3.90 5.48
77 O -1.98 0.93 3.97
78 H -1.11 1.35 4.03
79 H -2.07 0.42 4.78
80 O -1.07 4.54 4.23
81 H -0.31 4.33 3.68
82 H -1.24 5.48 4.07

Computed properties:
HOMO   -8.477 eV
Kohn-Sham gap   7.98 eV
LUMO level   -0.01821 hartree